1.
The following is a DFT calculation (the ωB97M-V functional and the def2-TZVPD basis) of a structure of composition C40H47N9O5S2Si2Sr.

The geometry in XYZ format:
```
106
Properties=species:S:1:pos:R:3:forces:R:3
Sr 0.00855 -0.44425 0.49514 -2.34 -4.08 3.47
C -5.37243 -3.36122 2.05828 0.11 0.09 0.05
C -4.88720 -2.21756 2.86649 0.15 0.12 -0.31
N -5.33836 -1.80534 4.00544 -0.07 0.03 0.16
N -4.53495 -0.73421 4.30148 -0.05 -0.15 -0.27
C -3.58524 -0.47826 3.37318 -0.14 -0.18 0.24
S -2.46338 0.73725 3.40556 0.19 0.36 -0.17
N -3.83231 -1.44715 2.43813 -0.13 -0.02 0.38
N -3.23849 -1.63043 1.20767 0.15 -0.29 -0.87
H -6.27888 -3.77400 2.49346 0.02 0.00 0.04
H -4.59020 -4.12056 2.00988 -0.07 -0.06 -0.01
H -5.54980 -3.01976 1.03843 -0.04 -0.06 -0.02
H -4.66077 -0.21280 5.14573 0.07 0.01 0.08
H -2.88416 -0.73566 0.87800 -0.18 0.16 0.03
H -2.42844 -2.26674 1.27567 -0.02 0.22 0.42
C 3.93181 -1.60808 1.38812 0.06 -0.04 0.16
Si 2.24814 -1.28785 2.31141 0.41 0.07 0.28
C 2.74645 0.24063 3.40471 0.12 -0.06 0.01
C 2.19098 -2.69539 3.64676 0.07 0.19 -0.14
C 3.37069 -3.04649 4.31362 0.07 -0.07 0.00
C 3.41492 -4.05489 5.26528 0.00 0.00 0.00
C 2.24711 -4.74408 5.56846 0.00 -0.02 0.03
C 1.06542 -4.39387 4.92984 0.04 -0.02 0.07
C 0.99570 -3.36840 3.97816 -0.18 -0.01 -0.03
Si -0.74764 -2.89751 3.20585 -0.08 -0.04 0.08
C -1.86529 -3.02992 4.82595 0.17 -0.04 0.00
C -1.22908 -4.62891 2.44052 0.19 -0.01 -0.01
H 4.79908 -1.78134 2.04089 0.02 0.03 0.00
H 4.14938 -0.72526 0.77254 -0.01 0.01 0.00
H 3.83837 -2.46087 0.71016 0.00 -0.01 -0.02
H 3.75348 0.18229 3.84393 -0.01 -0.09 0.03
H 2.02930 0.37507 4.22072 -0.02 -0.01 -0.01
H 2.70352 1.13899 2.78383 0.05 0.07 0.03
H 4.29046 -2.51476 4.07809 -0.02 -0.01 0.00
H 4.34860 -4.30502 5.76263 0.00 0.00 0.00
H 2.25726 -5.54382 6.30512 -0.01 0.00 -0.01
H 0.16240 -4.93949 5.19182 0.01 0.00 -0.02
H -1.70157 -3.95098 5.40452 -0.03 0.03 -0.02
H -2.93272 -3.00274 4.56952 0.08 -0.03 -0.02
H -1.67451 -2.18272 5.49476 0.00 0.01 -0.01
H -0.81603 -5.47207 3.01119 -0.06 -0.01 0.01
H -0.85379 -4.69549 1.41505 0.00 -0.04 0.00
H -2.31749 -4.75959 2.39769 -0.07 0.04 0.01
C 2.54503 5.15287 -5.01429 -0.04 0.00 0.00
C 2.05956 4.43593 -3.78427 0.03 -0.08 0.15
C 2.59633 4.74377 -2.53398 -0.02 0.01 -0.22
C 2.19271 4.06580 -1.39656 -0.09 -0.03 0.32
C 1.23591 3.06600 -1.49214 0.11 -0.11 -0.19
C 0.70445 2.74004 -2.72917 -0.07 -0.05 0.17
C 1.10221 3.42671 -3.86275 0.11 0.10 -0.08
S 0.89013 1.99998 -0.08974 1.28 2.83 -0.08
O 1.51980 2.62264 1.05256 -0.12 0.19 -0.27
O 1.51433 0.74619 -0.49587 1.48 1.40 -1.46
N -0.64620 1.75295 0.05644 -0.11 1.52 -0.59
C -1.51073 2.80069 0.31227 0.21 0.76 0.08
C -1.11659 4.12676 0.49644 0.06 -0.66 -0.02
C -2.03415 5.15108 0.74807 -0.32 0.12 0.00
C -3.37775 4.90152 0.79348 0.18 0.25 0.01
C -3.83937 3.58964 0.57576 0.11 -0.22 -0.01
C -5.21498 3.27966 0.56640 -0.07 -0.30 -0.05
C -5.61656 1.99908 0.30606 -0.18 0.39 0.10
C -4.63419 1.02349 0.08918 0.41 -0.22 -0.05
N -3.34625 1.26342 0.12377 -0.22 -0.14 -0.07
C -2.92176 2.52554 0.34622 -0.12 0.30 0.02
H 2.59537 6.22909 -4.84214 0.01 0.01 -0.03
H 1.88181 4.97128 -5.86013 0.02 0.01 -0.01
H 3.54670 4.81473 -5.29060 -0.01 0.00 -0.01
H 3.35595 5.51474 -2.46361 -0.01 0.02 0.05
H 2.61633 4.28852 -0.42429 0.01 -0.01 -0.03
H -0.00617 1.93096 -2.79036 -0.05 -0.08 -0.09
H 0.67804 3.16156 -4.82537 -0.01 0.00 0.00
H -0.06367 4.35850 0.48426 0.03 0.08 0.09
H -1.66435 6.15684 0.91093 0.01 -0.01 -0.01
H -4.09318 5.69342 0.98296 0.00 -0.01 0.01
H -5.93777 4.06326 0.76340 0.01 0.03 -0.02
H -6.66481 1.73165 0.27559 0.00 -0.02 0.02
H -4.91527 -0.00565 -0.11438 -0.02 -0.03 0.04
O -0.88036 -3.78566 -2.06804 0.00 0.12 -0.17
C -0.89460 -2.66008 -1.56990 -0.09 -0.68 0.21
O -0.66170 -2.32758 -0.37194 -0.68 -1.64 -1.27
C -1.30449 -1.51480 -2.49461 -0.13 0.25 -0.10
C -1.39968 -1.71174 -3.87014 0.02 -0.09 -0.13
C -1.83265 -0.67255 -4.67107 -0.02 0.07 0.11
C -2.16897 0.53800 -4.07106 0.05 -0.12 -0.03
C -2.03308 0.64301 -2.69596 -0.22 0.17 -0.05
N -1.60716 -0.34862 -1.92233 0.23 -0.29 -0.15
H -1.14010 -2.68564 -4.26171 -0.01 -0.01 0.03
H -1.92923 -0.79755 -5.74352 0.04 -0.02 -0.01
H -2.52417 1.37596 -4.65773 -0.01 0.03 0.04
H -2.29032 1.56445 -2.18112 0.05 -0.03 -0.04
N 2.42008 -2.05736 -2.08608 -0.09 -0.06 0.01
C 2.76625 -1.10054 -2.63081 0.00 -0.27 0.00
N 3.15335 -0.01011 -3.28756 -0.18 0.35 0.00
C 3.17398 -0.04298 -4.74119 0.24 -0.08 -0.14
C 4.57554 -0.38790 -5.23544 -0.05 -0.04 0.03
O 5.54930 0.48435 -4.68739 -0.06 0.07 0.04
C 5.55074 0.42954 -3.26130 -0.04 -0.02 -0.02
C 4.19346 0.82657 -2.70164 0.21 -0.10 0.09
H 2.89107 0.94658 -5.11060 -0.05 0.03 0.01
H 2.45501 -0.77999 -5.09729 -0.05 0.05 0.02
H 4.64328 -0.28099 -6.31929 -0.02 -0.04 0.01
H 4.81244 -1.42584 -4.96168 -0.01 0.01 -0.01
H 6.32514 1.12206 -2.93225 0.00 -0.03 0.04
H 5.80916 -0.58627 -2.93374 0.00 0.03 0.02
H 3.98661 1.86311 -2.96427 -0.12 0.17 -0.02
H 4.16127 0.72320 -1.61816 -0.03 0.01 0.02
```
Positions in Å, forces in eV/Å.

The value obtained for the energy above the lowest of the compared OMol25 structures with the same formula, charge and spin is 3.845 eV. The total charge is -2. Its energy is -3827.57126 a.u. As for the HOMO energy: 0.514 eV. As for the gap between HOMO and LUMO: 2.88 eV.

2.
The following is a DFT calculation (the ωB97M-V functional and the def2-TZVPD basis) of a structure of composition C25H26N4O4Pt.

The geometry in XYZ format:
```
60
Properties=species:S:1:pos:R:3:forces:R:3
Pt -0.06301 -1.53842 -2.00949 0.09 -0.13 -0.03
C 2.78727 -4.91165 -3.18337 0.01 0.00 0.00
O 3.97425 -4.10994 -2.93832 -0.01 0.01 0.01
C 4.03688 -2.84920 -2.63941 -0.01 -0.02 -0.01
C 5.35928 -2.33504 -2.59411 0.01 0.01 0.00
C 5.58298 -1.01333 -2.35370 0.01 -0.02 0.00
C 4.49198 -0.15554 -2.15467 -0.01 0.02 0.00
C 3.15617 -0.58884 -2.14237 0.01 0.01 -0.01
C 2.21797 0.46691 -1.96660 -0.01 0.03 0.02
N 0.90701 0.32397 -1.90743 -0.04 -0.05 -0.05
N 0.16822 1.39467 -1.82188 0.03 0.02 0.00
C -1.21092 1.08033 -1.84133 0.01 0.02 0.06
O -1.62484 -0.09329 -2.00308 -0.01 0.03 0.03
C -2.10048 2.19138 -1.63866 -0.01 -0.02 -0.02
C -3.48386 1.94338 -1.56591 -0.01 0.01 0.00
C -4.35121 2.99038 -1.35822 0.00 0.00 0.00
C -3.85190 4.28731 -1.22432 0.00 0.00 0.00
C -2.48587 4.54212 -1.29517 -0.01 0.00 0.01
C -1.60431 3.50190 -1.50149 0.00 0.01 0.00
C 2.87995 -2.00040 -2.34789 0.02 -0.03 -0.01
O 1.75312 -2.58527 -2.29239 -0.03 0.06 -0.01
H 3.18279 -5.85247 -3.54765 0.00 0.00 0.00
H 2.16411 -4.43295 -3.93246 0.00 0.00 0.00
H 2.24519 -5.05173 -2.25395 0.00 0.00 0.00
H 6.16405 -3.03469 -2.77825 0.00 0.01 0.00
H 6.58816 -0.61718 -2.33494 0.00 0.00 0.00
H 4.68551 0.89897 -2.00200 0.00 0.00 0.00
H 2.59004 1.48642 -1.90118 0.02 -0.01 0.00
H -3.85069 0.93202 -1.67239 0.00 0.00 -0.01
H -5.41573 2.81216 -1.30071 0.00 0.00 0.00
H -4.53964 5.10760 -1.06531 0.00 0.00 0.00
H -2.11732 5.55319 -1.19441 0.00 0.00 0.00
H -0.54272 3.68856 -1.56502 0.00 0.00 0.00
C 0.19222 2.16948 2.10235 0.00 0.00 0.02
C 0.09937 1.02883 3.10709 0.02 0.01 0.01
N -1.26891 0.61514 3.38866 -0.07 0.01 -0.12
C -2.11670 1.52794 4.16981 0.01 0.00 0.01
C -3.21460 2.16250 3.33073 0.00 0.01 0.00
C -1.77760 -0.60862 3.12922 0.16 -0.07 0.27
O -2.84196 -1.01185 3.55737 -0.06 0.02 -0.09
C -1.00050 -1.55596 2.24304 -0.06 0.04 -0.09
C -0.70701 -2.84437 2.67422 0.00 0.00 0.02
C -0.14513 -3.74531 1.78438 0.00 -0.01 -0.01
C 0.07234 -3.35182 0.47765 0.01 0.00 0.00
N -0.23803 -2.11980 0.05856 -0.04 0.07 0.01
C -0.75570 -1.23797 0.92308 -0.02 -0.01 0.01
H 1.23546 2.44802 1.94572 -0.01 0.00 -0.01
H -0.33358 3.05409 2.46148 -0.01 0.00 0.01
H -0.24735 1.89509 1.13993 0.00 -0.02 -0.02
H 0.55690 1.33955 4.04951 0.00 -0.01 0.01
H 0.66857 0.16475 2.76615 -0.01 0.00 -0.02
H -1.46019 2.28567 4.59775 0.00 0.01 -0.01
H -2.55410 0.96228 4.99179 0.00 0.00 0.00
H -2.79809 2.73737 2.50100 0.00 0.00 0.00
H -3.81037 2.83734 3.94474 0.00 0.00 0.00
H -3.87864 1.39575 2.93365 0.00 -0.01 0.00
H -0.93650 -3.13410 3.69155 0.00 0.00 0.00
H 0.10064 -4.75340 2.08589 0.00 0.00 0.00
H 0.48323 -4.02854 -0.25971 0.01 0.01 0.00
H -1.01623 -0.26341 0.53248 0.01 0.02 0.02
```
Positions in Å, forces in eV/Å.

The value obtained for the energy above the lowest of the compared OMol25 structures with the same formula, charge and spin is 0.052 eV. The total charge is +2. Its energy is -1606.87144 a.u. As for the HOMO energy (alpha / beta): -13.974 / -13.973 eV. As for the gap between HOMO and LUMO (alpha / beta): 6.84 / 4.77 eV. The multiplicity is 5.

3.
The following is a DFT calculation (the ωB97M-V functional and the def2-TZVPD basis) of a structure of composition C26H20Cl5IrN8O2.

The geometry in XYZ format:
```
62
Properties=species:S:1:pos:R:3:forces:R:3
Ir -0.61305 -0.20350 -0.16720 1.88 0.25 0.16
O 1.43435 -6.81785 -1.04529 -0.01 0.16 0.28
C 1.17144 -6.09332 -2.21644 0.13 -0.35 -0.34
C 0.74835 -4.71211 -1.82364 -0.13 -0.02 0.07
C -0.13439 -3.95575 -2.58927 0.24 0.05 0.13
C -0.46980 -2.68709 -2.16046 -0.24 -0.03 -0.37
N 0.02923 -2.15152 -1.04511 -1.22 1.67 0.49
C 0.86863 -2.87244 -0.28092 0.06 -0.30 0.03
C 1.23747 -4.15294 -0.64220 0.00 0.18 0.03
C 1.38200 -2.18685 0.91041 0.07 -0.46 0.21
C 2.07572 -2.82152 1.92085 0.01 0.06 -0.18
C 2.57525 -2.08802 2.99717 0.03 0.01 -0.08
C 3.28396 -2.78319 4.11471 0.11 -0.02 0.38
O 3.57386 -4.09390 3.72493 -0.09 -0.05 -0.21
C 2.39987 -0.70124 2.98415 -0.06 -0.11 -0.20
C 1.67418 -0.13263 1.96385 0.13 0.51 0.44
N 1.13922 -0.86050 0.97289 -2.08 0.58 -0.70
H 1.71969 -7.71391 -1.25084 0.03 -0.02 -0.09
H 0.40501 -6.57067 -2.83755 -0.07 0.12 0.08
H 2.07254 -6.01119 -2.84387 -0.07 0.11 0.00
H -0.55933 -4.34561 -3.50351 -0.04 0.02 -0.02
H -1.16814 -2.08142 -2.72426 -0.03 -0.02 0.07
H 1.91260 -4.73218 -0.03003 0.00 -0.02 0.01
H 2.22618 -3.89100 1.90925 0.07 0.00 -0.07
H 2.62447 -2.76255 4.99799 -0.03 0.07 -0.08
H 4.18200 -2.22044 4.39668 -0.02 0.06 -0.14
H 4.15384 -4.52094 4.36391 0.00 0.00 0.06
H 2.81308 -0.07584 3.76354 0.03 0.06 -0.03
H 1.52308 0.93699 1.92645 -0.10 -0.07 -0.01
Cl -1.34302 -1.78001 2.82421 0.06 -0.38 0.11
C -2.67914 -1.60738 1.74156 0.56 0.06 0.27
C -2.46993 -1.00728 0.51409 0.70 0.18 -0.01
C -3.53425 -0.91585 -0.35609 0.23 0.03 -0.21
Cl -3.22738 -0.15182 -1.86827 0.06 0.06 -0.16
C -4.79391 -1.41780 -0.05145 -0.07 -0.18 0.36
Cl -6.06144 -1.31076 -1.18050 0.10 0.06 -0.01
C -4.99505 -2.01826 1.20422 0.22 0.12 -0.04
Cl -6.51506 -2.64149 1.61118 -0.04 0.00 0.02
C -3.92937 -2.09680 2.11935 -0.29 0.06 -0.34
Cl -4.16485 -2.77786 3.66153 0.07 0.00 -0.09
N -0.83528 1.31304 3.01800 0.06 0.12 -0.17
C -0.88176 2.23351 2.05875 -0.12 0.22 0.05
N -0.95450 3.49476 2.41831 0.02 0.28 0.44
C -1.02345 4.43367 1.47073 0.04 -0.77 0.12
N -1.06249 5.70155 1.80767 -0.01 0.00 -0.07
N -1.05782 4.10353 0.15016 0.00 0.38 -0.65
C -0.94969 2.85293 -0.14996 -0.09 0.45 0.44
N -0.82717 1.84548 0.74184 -0.07 -2.18 -0.53
C -0.93532 2.48407 -1.57110 -0.18 0.35 -0.25
C -1.28377 3.38895 -2.55672 0.12 -0.07 -0.01
C -1.23865 2.98490 -3.88533 -0.02 -0.08 0.05
C -0.80245 1.70045 -4.18454 0.10 0.04 0.18
C -0.46432 0.85629 -3.14288 0.13 -0.28 -0.45
N -0.56329 1.23067 -1.86398 -0.03 -0.96 0.76
H -0.89222 1.63169 3.97325 -0.08 0.01 0.00
H -0.90956 0.33126 2.81232 -0.05 0.03 0.13
H -1.06445 5.96249 2.78161 0.03 0.01 0.01
H -1.09385 6.41642 1.09819 -0.04 0.01 0.00
H -1.58014 4.38771 -2.27233 0.00 0.00 0.05
H -1.53432 3.66144 -4.67619 0.01 0.03 0.01
H -0.72413 1.35806 -5.20650 0.04 -0.04 0.01
H -0.09828 -0.14292 -3.33961 -0.08 -0.01 0.07
```
Positions in Å, forces in eV/Å.

The value obtained for the energy above the lowest of the compared OMol25 structures with the same formula, charge and spin is 2.898 eV. The total charge is +3. Its energy is -3995.70162 a.u. As for the HOMO energy (alpha / beta): -16.764 / -16.754 eV. As for the gap between HOMO and LUMO (alpha / beta): 4.91 / 5.06 eV. The multiplicity is 2.

4.
The following is a DFT calculation (the ωB97M-V functional and the def2-TZVPD basis) of the molecule C5H7N.

The geometry in XYZ format:
```
13
Properties=species:S:1:pos:R:3:forces:R:3
C 0.92336 -0.91595 -0.34809 0.01 0.08 0.01
C 1.44479 0.45054 -0.65424 -0.35 -0.10 0.22
C 0.51565 1.34320 0.08782 0.10 0.02 -0.14
N -0.54160 0.62442 0.82337 0.11 0.11 0.06
C -0.28381 -0.79749 0.58291 0.06 -0.22 0.02
C -1.44579 -0.12552 -0.03921 -0.23 -0.03 -0.15
H 1.72427 -1.59096 -0.02306 -0.09 0.14 0.01
H 1.16258 1.86838 0.81204 -0.01 -0.05 -0.10
H 0.11586 2.13721 -0.55761 0.07 -0.08 0.07
H -0.39716 -1.47238 1.42804 0.00 0.10 -0.17
H 0.62794 -1.30441 -1.33672 0.14 -0.01 0.01
H -2.45521 -0.25170 0.34393 0.17 0.00 -0.02
H -1.39088 0.03466 -1.11917 0.02 0.03 0.18
```
Positions in Å, forces in eV/Å.

The value obtained for the energy above the lowest of the compared OMol25 structures with the same formula, charge and spin is 4.598 eV. The total charge is 0. Its energy is -249.30426 a.u. As for the HOMO energy: -8.575 eV. As for the gap between HOMO and LUMO: 8.62 eV.

5.
The following is a DFT calculation (the ωB97M-V functional and the def2-TZVPD basis) of the molecule CF3NO4S.

The geometry in XYZ format:
```
10
Properties=species:S:1:pos:R:3:forces:R:3
C 1.73400 0.27942 0.20576 1.22 -3.15 -1.78
N -1.38154 -0.33346 0.24096 5.28 -2.96 -1.90
O -1.62408 -1.48290 -0.00219 -0.79 -0.72 0.32
O -2.27424 0.54196 0.50536 7.77 7.25 -2.67
O 0.20795 -0.32211 -2.12157 0.67 -5.38 -5.78
O -3.29309 0.19225 0.88273 -10.70 -3.96 3.59
F 1.48810 0.87035 1.31933 -0.54 0.36 1.13
F 2.18580 -1.01048 0.35017 -1.57 0.57 0.65
F 2.80394 0.81778 -0.36793 -0.43 1.44 -0.67
S 0.15316 0.44718 -1.01263 -0.91 6.56 7.11
```
Positions in Å, forces in eV/Å.

The value obtained for the energy above the lowest of the compared OMol25 structures with the same formula, charge and spin is 6.928 eV. The total charge is 0. Its energy is -1091.23314 a.u. As for the HOMO energy (alpha / beta): -9.317 / -10.206 eV. As for the gap between HOMO and LUMO (alpha / beta): 7.56 / 8.45 eV.